[1]
Below is a structure of composition C12H25IrN5O6 at a distorted geometry, with properties calculated with ωB97M-V with the def2-TZVPD basis set.

Properties
2S+1 ... 5
E ... -35407.8522 eV
Highest occupied orbital energy (spin up / spin down) ... -9.8 / -12.3 eV
Gap between HOMO and LUMO (spin up / spin down) ... 6.1 / 6.8 eV
⟨S²⟩ ... 6.094
Charge ... +1

Each line ends with the Löwdin charge.
CARTESIAN COORDINATES (ANGSTROEM)
1 O -1.07866 1.89266 -3.30119  -0.08
2 H -1.33421 1.91903 -4.24723  0.11
3 Ir -0.28631 0.04608 -0.46933  1.41
4 N -0.80695 1.97754 -0.36910  -0.26
5 N 1.52301 0.95919 -0.45271  -0.22
6 N -1.85121 -1.13131 -0.03419  -0.18
7 N 0.55432 -1.74258 -0.09805  -0.18
8 O -1.90316 2.41087 0.04812  0.03
9 O -3.13264 -0.72393 0.00154  0.01
10 O 1.87475 -1.96190 0.04299  0.01
11 O 2.66488 0.38668 -0.26766  -0.05
12 C 1.49954 2.29199 -0.71147  -0.23
13 C 0.20951 2.85671 -0.68201  -0.22
14 C -1.62400 -2.43158 0.22015  -0.25
15 C -0.25377 -2.78698 0.18243  -0.25
16 C -0.18101 4.25171 -0.97184  0.00
17 H -0.79171 4.28954 -1.88636  0.10
18 H 0.70699 4.87529 -1.11298  0.08
19 H -0.77684 4.64481 -0.13959  0.10
20 C 2.79187 2.95976 -1.00247  0.00
21 H 3.21608 2.61307 -1.95721  0.11
22 H 3.53382 2.77544 -0.21431  0.10
23 H 2.63758 4.03904 -1.08264  0.08
24 C -2.73431 -3.33291 0.60986  0.00
25 C 0.28168 -4.12501 0.53910  -0.01
26 H -3.69227 -2.92681 0.27266  0.09
27 H -2.77001 -3.45060 1.70210  0.11
28 H -2.57917 -4.32318 0.17003  0.10
29 H 1.36835 -4.11251 0.64924  0.08
30 H 0.01407 -4.85851 -0.23187  0.10
31 H -0.16783 -4.48323 1.47374  0.10
32 H -3.06841 0.00234 -0.76469  0.05
33 H 2.31864 -1.00414 -0.10349  0.05
34 C -0.16885 -0.04880 -2.56901  -0.17
35 H -0.30806 1.01626 -3.18958  -0.02
36 H -0.94955 -0.73760 -2.90119  0.03
37 H 0.81287 -0.45864 -2.83179  0.04
38 O -2.76687 0.66067 -1.99562  -0.16
39 H -2.04536 1.29640 -2.55423  0.02
40 H -3.51788 0.50446 -2.58809  0.09
41 C 2.29762 -0.90188 3.98020  -0.07
42 C 0.93740 -0.18570 3.91697  -0.18
43 C 0.45661 0.06614 2.56412  -0.05
44 N -0.00798 0.23565 1.51531  0.08
45 H 2.27928 -1.82572 3.39211  0.08
46 H 2.56052 -1.16537 5.00988  0.09
47 H 3.08863 -0.25533 3.58715  0.09
48 H 0.17157 -0.78332 4.42978  0.13
49 H 0.99747 0.78623 4.42242  0.13



[2]
Below is the molecule C12H25N3O3 at a distorted geometry, with properties calculated with ωB97M-V with the def2-TZVPD basis set.

Properties
E ... -23461.3687 eV
Highest occupied orbital energy ... -9.1 eV
Gap between HOMO and LUMO ... 9.6 eV

Each line ends with the Löwdin charge.
CARTESIAN COORDINATES (ANGSTROEM)
1 C 1.56478 -1.84775 0.42330  -0.33
2 C 0.21099 -1.71908 1.03094  -0.50
3 C 2.09610 -0.40686 0.36221  -0.13
4 C 3.56907 -0.12976 -0.05723  -0.40
5 C 4.06806 1.08843 0.64104  -0.09
6 C 3.72535 0.10504 -1.56850  -0.09
7 C -2.05224 -0.87769 0.54176  -0.15
8 C -2.75288 -1.22817 -0.82356  -0.52
9 C -2.46711 0.55562 1.08905  -0.15
10 C -2.65628 1.82396 0.30203  -0.18
11 C -1.43312 2.50513 -0.51695  -0.17
12 C -0.46364 3.28904 0.40324  -0.27
13 H 1.24353 -2.19555 -1.64746  0.08
14 H 1.74032 -3.57896 -0.84175  0.10
15 H 2.10252 -2.37332 1.21488  0.15
16 H 1.90314 -0.06770 1.34793  0.11
17 H 1.30008 -0.03117 -0.34789  0.11
18 H 4.09979 -1.03289 0.22954  0.13
19 H 5.07050 1.26045 0.50257  0.05
20 H 4.01930 1.14956 1.71459  0.08
21 H 3.49001 1.93800 0.36272  0.07
22 H 4.76346 0.40174 -1.81330  0.08
23 H 3.47062 -0.76813 -2.17435  0.06
24 H 3.04845 0.98737 -1.90249  0.10
25 H -0.36053 -0.76448 -0.69049  0.14
26 H -2.41026 -1.57058 1.27159  0.15
27 H -3.28522 0.58039 1.74759  0.09
28 H -1.70576 0.69606 1.83950  0.11
29 H -3.34748 1.71483 -0.49094  0.07
30 H -3.05238 2.63683 0.99471  0.14
31 H -1.98783 3.16954 -1.19482  0.10
32 H -0.84747 1.74492 -1.00590  0.08
33 H -1.03024 4.15184 0.88126  0.13
34 H -0.31934 2.63057 1.21790  0.08
35 H 1.12080 3.20719 -0.91779  0.00
36 H 0.70095 4.68958 -0.71144  0.07
37 H -4.24621 -0.20949 -0.23392  0.12
38 N 1.81660 -2.52686 -0.86889  0.07
39 N -0.61684 -0.93241 0.30091  0.09
40 N 0.76797 3.78081 -0.25482  0.02
41 O -0.08810 -2.32303 2.02038  0.10
42 O -2.14452 -1.75039 -1.70071  0.13
43 O -3.98104 -0.87218 -0.88925  0.17



Q: Which of these has the highest E?
A: C12H25N3O3



Q: Among the records above, which one has the lowest E?
A: C12H25IrN5O6



Q: Which formula does entry 1 have?
A: C12H25IrN5O6